{
  "formula": "H2N2O4P",
  "method": "ωB97M-V/def2-TZVPD",
  "homo_ev": -4.8608,
  "orbital_gap_ha": 0.32528,
  "smiles": "N[P@](=O)([O-])[N+](=O)[O-]",
  "spin_multiplicity": 1,
  "total_charge": -1,
  "species": ["N", "H", "P", "H", "O", "O", "O", "O", "N"],
  "xyz": [[-0.75520, -0.09849, -1.05464], [0.21485, -1.48852, 0.89748], [-0.06504, 0.68574, 0.41014], [1.82886, -0.67898, 0.83408], [-0.05438, -1.03813, -1.45097], [-1.22685, 1.02763, 1.33393], [-1.77451, 0.20615, -1.60735], [1.02281, 1.99442, -0.36957], [0.80946, -0.60982, 1.00689]],
  "forces_ev_per_a": [[0.6, -1.9, -1.2], [1.8, 1.5, 0.3], [2.8, 6.7, 0.1], [-1.4, -0.1, -0.3], [-0.3, 0.1, -0.3], [1.9, -0.8, -1.9], [-0.8, 0.8, 0.0], [-4.2, -5.5, 3.2], [-0.5, -0.9, 0.1]]
}



{
  "formula": "H2N2O4S",
  "method": "ωB97M-V/def2-TZVPD",
  "homo_ev": [2.3426, 2.3446],
  "orbital_gap_ha": [0.17026, 0.17020],
  "smiles": "O=S(=O)([O-])NN[O-]",
  "spin_multiplicity": 1,
  "total_charge": -2,
  "species": ["N", "H", "O", "O", "N", "O", "O", "S", "H"],
  "xyz": [[0.86349, 0.50290, 1.25969], [-0.15008, 0.51932, 1.47715], [-1.87920, 0.08297, 0.16771], [1.53017, -0.47096, 1.84712], [0.84494, 0.62343, -0.05898], [-0.83814, -1.70493, -1.08045], [-1.21370, 0.43387, -2.20507], [-0.88441, -0.24713, -0.92335], [1.72693, 0.26054, -0.48381]],
  "forces_ev_per_a": [[-1.0, 1.1, 0.5], [0.4, 0.1, 0.4], [1.2, 0.3, -0.8], [0.8, -1.6, 0.7], [-0.4, 1.1, -2.4], [0.3, -0.8, -0.4], [0.4, 0.2, 0.4], [-0.7, -0.1, 1.0], [-1.0, -0.3, 0.6]]
}



Per-record energy above the lowest of the compared OMol25 structures with the same formula, charge and spin, kcal/mol: 68.9; 43.1